[1]
Entry from the OMol25 dataset: the molecule C5H8O (the ωB97M-V functional and the def2-TZVPD basis).

Structure (SMILES)   C1=CCOCC1
Total charge   0
Gap between HOMO and LUMO   10.425 eV
E_HOMO   -9.316 eV

CARTESIAN COORDINATES (ANGSTROEM)
C  -0.105  1.292  0.077
C  1.115  0.764  0.011
C  1.351  -0.683  0.284
O  0.224  -1.503  0.046
C  -0.896  -0.893  -0.515
C  -1.300  0.401  0.297
H  -0.228  2.334  -0.199
H  1.969  1.368  -0.270
H  1.622  -0.825  1.337
H  2.206  -1.055  -0.296
H  -1.605  -1.719  -0.632
H  -0.743  -0.434  -1.500
H  -2.224  0.940  0.022
H  -1.438  0.128  1.349

[2]
Entry from the OMol25 dataset: a cluster of 3 separate species, C4H13NO3 in total (the ωB97M-V functional and the def2-TZVPD basis).

Structure (SMILES)   CCCNC=O.O.O
Total charge   0
Gap between HOMO and LUMO   9.781 eV
E_HOMO   -9.449 eV

CARTESIAN COORDINATES (ANGSTROEM)
C  0.865  -0.499  -2.303
C  0.480  -0.985  -0.881
C  -0.967  -0.923  -0.488
N  -1.241  0.042  0.531
C  -1.070  -0.338  1.852
O  -1.571  -1.454  2.076
H  1.825  -0.821  -2.749
H  0.817  0.626  -2.347
H  0.283  -0.820  -3.086
H  1.234  -0.614  -0.165
H  0.642  -2.035  -1.032
H  -1.245  -1.932  -0.007
H  -1.647  -0.863  -1.399
H  -0.831  0.947  0.318
H  -0.593  0.401  2.516
O  2.166  0.412  1.907
H  1.867  0.247  2.898
H  3.171  0.200  1.831
O  -1.475  2.929  0.503
H  -0.669  2.520  0.334
H  -2.042  2.962  -0.312

[3]
Entry from the OMol25 dataset: the molecule C6H9N3O3S (the ωB97M-V functional and the def2-TZVPD basis).

Total charge   0
Gap between HOMO and LUMO (spin up / spin down)   7.314 / 7.313 eV
E_HOMO (spin up / spin down)   -8.341 / -8.341 eV

CARTESIAN COORDINATES (ANGSTROEM)
C  0.302  0.667  -1.430
C  -0.478  -0.090  -0.456
C  2.250  1.389  -0.181
C  3.005  1.476  0.959
C  -0.262  1.135  -2.730
C  -1.848  -0.622  -0.921
N  1.392  1.290  -1.001
N  0.164  -0.183  0.655
N  -0.734  -2.319  1.981
O  3.996  2.070  1.359
O  0.962  -0.767  2.938
O  -1.320  0.042  2.617
S  -0.239  -0.756  2.135
H  2.173  0.904  1.447
H  0.529  1.718  -3.103
H  -0.411  0.247  -3.341
H  -1.309  1.479  -2.509
H  -2.384  -1.103  0.004
H  -2.415  0.292  -1.265
H  -1.658  -1.429  -1.720
H  -1.680  -2.553  2.195
H  -0.035  -2.884  2.365

[4]
Entry from the OMol25 dataset: a structure of composition C42H51CdGeN3OP (the ωB97M-V functional and the def2-TZVPD basis).

Total charge   +3
Gap between HOMO and LUMO   7.889 eV
E_HOMO   -16.056 eV

CARTESIAN COORDINATES (ANGSTROEM)
Cd  -0.108  0.293  1.155
C  -0.428  -3.234  1.875
C  0.091  -2.982  0.461
C  0.718  -4.242  -0.128
C  -0.991  -2.442  -0.478
C  -2.290  -3.254  -0.521
O  -3.317  -2.270  -0.272
C  -2.739  -1.107  -0.005
N  -1.446  -1.080  -0.110
C  -3.699  -0.029  0.352
C  -5.034  -0.434  0.438
C  -6.044  0.455  0.776
C  -5.733  1.772  1.044
C  -4.412  2.195  0.963
C  -3.383  1.326  0.613
P  -1.728  2.079  0.502
C  -1.681  3.498  1.604
C  -1.238  3.322  2.913
C  -1.210  4.394  3.789
C  -1.615  5.650  3.355
C  -2.043  5.836  2.048
C  -2.077  4.765  1.170
C  -1.576  2.730  -1.176
C  -2.678  2.875  -2.014
C  -2.534  3.511  -3.242
C  -1.295  3.993  -3.635
C  -0.188  3.837  -2.807
C  -0.328  3.207  -1.581
H  0.401  -3.310  2.578
H  -0.977  -4.174  1.935
H  -1.094  -2.443  2.232
H  0.875  -2.210  0.501
H  -0.019  -5.042  -0.216
H  1.517  -4.614  0.511
H  1.141  -4.061  -1.118
H  -0.552  -2.395  -1.485
H  -2.370  -4.006  0.261
H  -2.504  -3.715  -1.484
H  -5.290  -1.464  0.245
H  -7.065  0.106  0.836
H  -6.506  2.477  1.318
H  -4.183  3.229  1.188
H  -0.913  2.343  3.263
H  -0.867  4.256  4.804
H  -1.589  6.489  4.036
H  -2.349  6.817  1.712
H  -2.402  4.922  0.149
H  -3.654  2.522  -1.706
H  -3.398  3.652  -3.877
H  -1.193  4.512  -4.579
H  0.774  4.232  -3.106
H  0.532  3.126  -0.922
C  0.051  -0.571  5.577
C  1.414  -0.631  5.818
C  2.299  -0.497  4.760
C  1.803  -0.310  3.478
N  0.481  -0.238  3.256
C  -0.372  -0.367  4.277
C  2.700  -0.167  2.289
C  4.071  -0.369  2.374
C  4.857  -0.199  1.247
C  4.259  0.169  0.051
C  2.889  0.338  0.035
N  2.127  0.171  1.122
H  -0.671  -0.673  6.372
H  1.789  -0.777  6.821
H  3.360  -0.531  4.947
H  -1.428  -0.305  4.039
H  4.531  -0.661  3.304
H  5.926  -0.351  1.305
H  4.838  0.324  -0.847
H  2.374  0.629  -0.874
C  -0.695  0.976  -5.826
C  -2.201  0.864  -5.945
C  -2.731  -0.445  -5.385
C  -2.477  -0.546  -3.867
Ge  -0.595  -0.563  -3.519
C  0.567  -2.011  -4.029
C  1.036  -2.043  -5.494
C  1.886  -3.276  -5.783
C  2.297  -3.344  -7.247
H  -0.312  1.953  -6.123
H  -0.165  0.210  -6.390
H  -0.314  0.963  -4.760
H  -2.463  0.936  -7.002
H  -2.679  1.708  -5.445
H  -2.261  -1.287  -5.901
H  -3.801  -0.539  -5.570
H  -2.903  -1.472  -3.467
H  -2.907  0.296  -3.319
H  -0.024  0.447  -2.526
H  0.015  -2.931  -3.806
H  1.425  -1.971  -3.353
H  1.621  -1.144  -5.714
H  0.174  -2.036  -6.167
H  1.325  -4.173  -5.507
H  2.774  -3.256  -5.144
H  1.424  -3.397  -7.898
H  2.907  -4.223  -7.444
H  2.881  -2.469  -7.534

Calculated energy above the lowest of the compared OMol25 structures with the same formula, charge and spin in order - 1.448; 2.749; 3.570; 0.000 eV